The following is a quantum chemistry calculation of one molecule with the formula C5H6N2 at a distorted geometry, from OMol25.

```
! RIJCOSX wB97M-V def2-TZVPD def2/J DEFGRID3
* xyz 0 1
N -0.73929 0.41537 0.92402
N 1.38330 -1.53986 0.78519
C 1.61881 -0.36892 0.79150
C 0.35290 0.74140 -0.99933
C -1.04049 -0.86108 0.37169
C 0.71113 0.73939 0.51375
C -1.03156 0.23786 -0.59743
H 0.96011 0.10964 -1.65839
H -1.94375 0.65677 -1.03046
H 1.04645 1.67729 0.94649
H -1.97057 -1.31899 0.70110
H 0.31391 1.75823 -1.39982
H 0.33906 -2.24712 0.65170
*
```

For the LUMO energy, the calculation gives -0.020 eV. The calculation puts the HOMO energy at -8.21 eV. The value obtained for the HOMO-LUMO gap is 0.3010 hartree.

natural (NBO) atomic charge list, values in e, 8 entries: N -0.356; N -0.518; C 0.306; C -0.414; C -0.209; C -0.170; C -0.103; H 0.219



The following is a quantum chemistry calculation of an isolated ion of composition C4H12NS2 and charge +1 at a distorted geometry, from OMol25.

```
! RIJCOSX wB97M-V def2-TZVPD def2/J DEFGRID3
* xyz 1 1
S -0.39080 0.99342 -0.36312
S -0.62596 -0.88178 0.17745
N 2.05828 -1.00867 -1.17681
C -2.05544 -0.46855 1.57666
C -3.21051 0.16210 0.84149
C 1.45361 1.13749 -0.17999
C 2.39324 0.52139 -1.17152
H 1.65496 0.94197 0.86273
H 1.10908 -1.15185 -0.70787
H -4.10634 0.09103 1.47760
H 2.80621 -1.55866 -0.68344
H -1.47718 0.17429 2.22471
H 2.04004 0.71135 -2.15445
H -3.57765 -0.49673 0.14648
H -2.97624 1.15734 0.50203
H -2.30652 -1.43929 2.04566
H 1.57321 2.28115 -0.29570
H 2.13847 -1.57272 -2.08347
H 3.49953 0.40674 -1.03843
*
```

For the LUMO energy, the calculation gives -3.470 eV. The calculation puts the HOMO energy at -12.20 eV. The value obtained for the HOMO-LUMO gap is 0.3209 hartree. Its SMILES is CCSSCC[NH3+].

natural (NBO) atomic charge list, values in e, 8 entries: S 0.144; S -0.091; N -0.743; C -0.328; C -0.667; C -0.592; C -0.206; H 0.246



Please write out number 1 again, unchanged.
The following is a quantum chemistry calculation of one molecule with the formula C5H6N2 at a distorted geometry, from OMol25.

```
! RIJCOSX wB97M-V def2-TZVPD def2/J DEFGRID3
* xyz 0 1
N -0.73929 0.41537 0.92402
N 1.38330 -1.53986 0.78519
C 1.61881 -0.36892 0.79150
C 0.35290 0.74140 -0.99933
C -1.04049 -0.86108 0.37169
C 0.71113 0.73939 0.51375
C -1.03156 0.23786 -0.59743
H 0.96011 0.10964 -1.65839
H -1.94375 0.65677 -1.03046
H 1.04645 1.67729 0.94649
H -1.97057 -1.31899 0.70110
H 0.31391 1.75823 -1.39982
H 0.33906 -2.24712 0.65170
*
```

For the LUMO energy, the calculation gives -0.020 eV. The calculation puts the HOMO energy at -8.21 eV. The value obtained for the HOMO-LUMO gap is 0.3010 hartree.

natural (NBO) atomic charge list, values in e, 8 entries: N -0.356; N -0.518; C 0.306; C -0.414; C -0.209; C -0.170; C -0.103; H 0.219



> Look up the HOMO energy of the first one.

-8.21 eV



Copy entry 1 word for word.
The following is a quantum chemistry calculation of one molecule with the formula C5H6N2 at a distorted geometry, from OMol25.

```
! RIJCOSX wB97M-V def2-TZVPD def2/J DEFGRID3
* xyz 0 1
N -0.73929 0.41537 0.92402
N 1.38330 -1.53986 0.78519
C 1.61881 -0.36892 0.79150
C 0.35290 0.74140 -0.99933
C -1.04049 -0.86108 0.37169
C 0.71113 0.73939 0.51375
C -1.03156 0.23786 -0.59743
H 0.96011 0.10964 -1.65839
H -1.94375 0.65677 -1.03046
H 1.04645 1.67729 0.94649
H -1.97057 -1.31899 0.70110
H 0.31391 1.75823 -1.39982
H 0.33906 -2.24712 0.65170
*
```

For the LUMO energy, the calculation gives -0.020 eV. The calculation puts the HOMO energy at -8.21 eV. The value obtained for the HOMO-LUMO gap is 0.3010 hartree.

natural (NBO) atomic charge list, values in e, 8 entries: N -0.356; N -0.518; C 0.306; C -0.414; C -0.209; C -0.170; C -0.103; H 0.219